Entry 1:
{
  "formula": "C7H10S",
  "method": "the ωB97M-V functional and the def2-TZVPD basis",
  "elements": ["S", "C", "C", "C", "C", "C", "C", "C", "H", "H", "H", "H", "H", "H", "H", "H", "H", "H"],
  "xyz": [[-2.987, -0.580, -0.036], [-1.266, -0.705, 0.087], [-0.333, -1.857, -0.043], [1.255, -1.628, 0.175], [1.137, 0.003, -0.107], [-0.319, 0.516, 0.002], [-0.565, 1.749, 0.859], [-0.370, 1.929, -0.614], [-0.402, -2.250, -1.121], [-0.603, -2.582, 0.742], [1.254, -1.963, 1.204], [2.178, -1.992, -0.538], [1.714, 0.541, 0.546], [1.545, 0.151, -1.075], [0.318, 2.290, 1.114], [-1.715, 2.005, 1.237], [-1.333, 1.971, -1.263], [0.493, 2.399, -1.168]],
  "smiles": "S=C1CCCC12CC2",
  "orbital_gap_ha": 0.3023
}

***

Entry 2:
{
  "formula": "C5H7NO2",
  "method": "the ωB97M-V functional and the def2-TZVPD basis",
  "elements": ["C", "C", "C", "C", "C", "H", "H", "H", "H", "H", "H", "H", "N", "O", "O"],
  "xyz": [[2.590, 0.128, 0.292], [0.011, 0.140, -0.128], [-1.300, -1.704, -0.030], [-2.144, -0.572, 0.175], [-1.282, 0.661, 0.215], [3.706, 0.279, -0.315], [2.440, -1.200, 0.421], [2.443, 0.332, 1.374], [1.614, 1.626, -0.593], [-1.715, -2.652, -0.266], [-3.268, -0.228, -0.126], [-2.800, 1.906, -0.250], [1.352, 0.521, -0.492], [-0.061, -1.203, -0.246], [-1.587, 1.967, -0.030]],
  "orbital_gap_ha": 0.2879
}

***

Entry 3:
{
  "formula": "C2H2P2S2",
  "method": "the ωB97M-V functional and the def2-TZVPD basis",
  "elements": ["S", "C", "P", "P", "C", "S", "H", "H"],
  "xyz": [[-2.738, 2.007, -1.237], [-1.311, 1.328, -0.475], [-1.529, 0.107, 0.834], [0.524, -0.674, 0.977], [1.194, 0.576, 0.049], [0.352, 1.868, -0.746], [-2.168, -0.975, 0.255], [2.155, 0.600, -0.197]],
  "smiles": "S=C1[PH]#P=CS1",
  "orbital_gap_ha": 0.2687
}

***

Entry 4:
{
  "formula": "C48H49ClN8O15",
  "method": "the ωB97M-V functional and the def2-TZVPD basis",
  "elements": ["C", "C", "C", "Cl", "C", "O", "O", "C", "N", "C", "C", "C", "O", "C", "C", "C", "N", "C", "H", "H", "H", "H", "H", "H", "H", "H", "H", "H", "H", "H", "H", "H", "H", "H", "H", "H", "H", "O", "N", "O", "C", "C", "C", "C", "C", "C", "H", "H", "H", "H", "H", "O", "N", "O", "C", "C", "C", "C", "C", "C", "H", "H", "H", "H", "H", "O", "N", "O", "C", "C", "C", "C", "C", "C", "H", "H", "H", "H", "H", "O", "N", "O", "C", "C", "C", "C", "C", "C", "H", "H", "H", "H", "H", "O", "N", "O", "C", "C", "C", "C", "C", "C", "H", "H", "H", "H", "H", "O", "N", "O", "C", "C", "C", "C", "C", "C", "H", "H", "H", "H", "H"],
  "xyz": [[0.150, -1.848, 3.547], [1.004, -1.335, 4.195], [2.000, -0.581, 4.920], [1.601, 1.174, 4.707], [2.025, -0.717, 6.453], [1.225, -1.209, 7.179], [3.171, -0.143, 6.843], [4.151, -0.101, 5.781], [4.667, 1.201, 5.575], [3.482, -0.928, 4.614], [3.652, -2.419, 4.948], [4.770, -3.177, 4.198], [5.745, -3.731, 5.061], [6.693, -2.810, 5.557], [8.096, -3.369, 5.443], [3.738, -0.556, 3.151], [5.066, -0.028, 2.842], [5.216, 0.260, 1.417], [-0.577, -2.316, 2.926], [4.968, -0.715, 6.149], [4.240, 1.677, 4.797], [5.661, 1.170, 5.425], [2.721, -2.923, 4.699], [3.815, -2.577, 6.010], [5.270, -2.586, 3.433], [4.335, -4.019, 3.670], [6.643, -1.851, 5.036], [6.470, -2.614, 6.609], [8.320, -4.057, 6.252], [8.226, -3.865, 4.487], [8.816, -2.557, 5.516], [3.002, 0.152, 2.786], [3.575, -1.474, 2.569], [5.788, -0.657, 3.155], [6.171, -0.084, 1.035], [5.134, 1.330, 1.236], [4.427, -0.213, 0.830], [-3.804, 0.801, 1.400], [-3.022, 0.857, 2.308], [-2.088, 0.100, 2.459], [-3.212, 1.915, 3.297], [-4.289, 2.774, 3.167], [-4.471, 3.763, 4.118], [-3.578, 3.878, 5.174], [-2.502, 3.008, 5.277], [-2.319, 2.015, 4.327], [-4.976, 2.671, 2.341], [-5.309, 4.438, 4.034], [-3.724, 4.647, 5.921], [-1.805, 3.096, 6.099], [-1.485, 1.332, 4.404], [4.337, -3.484, 0.910], [3.195, -3.900, 0.772], [2.707, -4.795, 1.429], [2.337, -3.209, -0.216], [2.896, -2.193, -0.975], [2.102, -1.520, -1.890], [0.766, -1.866, -2.035], [0.219, -2.882, -1.271], [1.002, -3.574, -0.345], [3.935, -1.924, -0.848], [2.523, -0.721, -2.485], [0.143, -1.341, -2.740], [-0.825, -3.145, -1.385], [0.580, -4.360, 0.262], [-3.278, -3.275, -1.800], [-3.437, -2.189, -1.297], [-3.622, -1.984, -0.118], [-3.331, -1.030, -2.209], [-3.117, -1.267, -3.557], [-3.011, -0.186, -4.416], [-3.117, 1.105, -3.922], [-3.323, 1.319, -2.567], [-3.432, 0.243, -1.700], [-3.031, -2.276, -3.931], [-2.847, -0.353, -5.472], [-3.037, 1.949, -4.596], [-3.398, 2.325, -2.179], [-3.585, 0.404, -0.643], [-0.012, -0.232, -4.930], [-0.358, 0.814, -4.417], [-0.484, 0.973, -3.221], [-0.654, 1.942, -5.306], [-0.546, 1.757, -6.672], [-0.846, 2.819, -7.509], [-1.242, 4.038, -6.974], [-1.336, 4.203, -5.597], [-1.042, 3.148, -4.750], [-0.235, 0.805, -7.080], [-0.770, 2.694, -8.580], [-1.478, 4.864, -7.632], [-1.642, 5.153, -5.183], [-1.114, 3.263, -3.679], [0.821, -2.673, -9.652], [0.908, -2.328, -8.494], [0.750, -1.187, -8.103], [1.222, -3.358, -7.491], [1.435, -4.658, -7.910], [1.744, -5.619, -6.963], [1.832, -5.273, -5.620], [1.607, -3.963, -5.219], [1.301, -2.993, -6.161], [1.364, -4.918, -8.955], [1.918, -6.640, -7.272], [2.076, -6.027, -4.884], [1.670, -3.693, -4.173], [1.126, -1.974, -5.854], [-8.380, 2.983, 2.319], [-7.827, 4.047, 2.490], [-7.400, 4.440, 3.559], [-7.651, 4.924, 1.321], [-8.151, 4.515, 0.099], [-7.997, 5.350, -0.995], [-7.348, 6.570, -0.855], [-6.848, 6.958, 0.380], [-6.999, 6.132, 1.481], [-8.652, 3.564, 0.001], [-8.385, 5.048, -1.958], [-7.234, 7.221, -1.711], [-6.341, 7.907, 0.487], [-6.615, 6.427, 2.446]],
  "smiles": "C#C[C@@]1(Cl)C(=O)O[C@H](N)[C@]1(CCOCC)CNC.O=[N+]([O-])c1ccccc1.O=[N+]([O-])c1ccccc1.O=[N+]([O-])c1ccccc1.O=[N+]([O-])c1ccccc1.O=[N+]([O-])c1ccccc1.O=[N+]([O-])c1ccccc1",
  "orbital_gap_ha": 0.2855
}

***

Entry 5:
{
  "formula": "C2H9N3S3",
  "method": "the ωB97M-V functional and the def2-TZVPD basis",
  "elements": ["C", "C", "N", "N", "N", "S", "S", "S", "H", "H", "H", "H", "H", "H", "H", "H", "H"],
  "xyz": [[1.576, -1.031, -0.033], [0.642, 0.829, -1.212], [0.681, 0.739, 1.202], [1.283, 0.389, 0.008], [-2.333, 0.200, 0.738], [-1.788, -1.034, 1.716], [-2.489, 0.082, -0.874], [-0.404, 1.967, 1.342], [2.263, -1.176, -0.817], [2.277, -1.295, 0.873], [0.777, -1.650, -0.122], [1.324, 0.438, -1.970], [-0.370, 0.272, -1.213], [0.376, 1.842, -1.091], [0.378, -0.072, 1.687], [-1.293, -1.815, 0.789], [-2.901, 1.316, -1.022]],
  "spin_multiplicity": 3,
  "orbital_gap_ha": [0.2660, 0.2518],
  "s2": 2.01
}

***

Entry 6:
{
  "formula": "C3H5O4P",
  "method": "the ωB97M-V functional and the def2-TZVPD basis",
  "elements": ["O", "C", "P", "O", "C", "O", "C", "O", "H", "H", "H", "H", "H"],
  "xyz": [[1.384, 1.472, 1.380], [0.612, 0.629, 1.082], [-1.032, -0.001, 1.839], [-1.276, -1.036, 0.624], [-0.602, -0.869, -0.648], [-1.163, -0.064, -1.608], [0.793, -0.282, -0.149], [1.615, 0.302, -1.146], [-2.006, 1.126, 1.483], [-0.576, -1.910, -1.200], [-0.967, 0.925, -1.360], [1.304, -1.296, 0.283], [1.913, 1.004, -0.581]],
  "smiles": "O=C1PO[C@@H](O)[C@H]1O",
  "orbital_gap_ha": 0.3517
}